{
  "formula": "C39H47Cl4IrNO6PS6SbTe",
  "method": "the ωB97M-V functional and the def2-TZVPD basis",
  "total_charge": -2,
  "multiplicity": 2,
  "lumo_ev": [3.43, 3.26],
  "de_lowest_kcal_mol": 43.7,
  "homo_energy_ev": [-2.22, -2.38],
  "symbols": ["Ir", "S", "Sb", "S", "S", "Cl", "C", "C", "Cl", "C", "Cl", "C", "O", "C", "O", "C", "Cl", "C", "C", "C", "C", "C", "C", "Te", "N", "C", "O", "C", "C", "C", "C", "C", "C", "C", "C", "C", "C", "C", "C", "C", "C", "C", "C", "C", "C", "H", "H", "H", "H", "H", "H", "H", "H", "H", "H", "H", "H", "H", "H", "H", "H", "H", "H", "H", "H", "H", "H", "H", "H", "H", "H", "H", "C", "C", "C", "O", "P", "S", "S", "O", "C", "C", "C", "H", "H", "H", "H", "H", "H", "H", "H", "H", "H", "H", "H", "H", "H", "C", "S", "C", "O", "H", "H", "H", "H", "H", "H"],
  "positions_angstrom": [[-0.7776, 0.4817, -1.9645], [-1.1572, -4.6470, -3.3655], [-2.2058, -2.9819, -2.2779], [-0.8737, -1.2684, -0.3611], [-1.5982, -1.0297, -3.5365], [0.5460, 4.4527, -7.4024], [0.6402, 3.1940, -6.2117], [1.6789, 2.2792, -6.2388], [2.9017, 2.3810, -7.4652], [1.7513, 1.2749, -5.2681], [3.0534, 0.1336, -5.2582], [0.7938, 1.1772, -4.2619], [0.8219, 0.2616, -3.3284], [-0.2460, 2.1410, -4.2158], [-1.0644, 2.0828, -3.1903], [-0.3209, 3.1182, -5.1989], [-1.5929, 4.2875, -5.0811], [0.1084, -5.6376, 4.9849], [0.3026, -4.5202, 3.9932], [0.0714, -3.1974, 4.3427], [0.2487, -2.1610, 3.4283], [-0.0562, -0.7550, 3.9030], [0.6705, -2.4334, 2.1142], [1.0554, -0.5660, 0.8711], [0.9072, 0.7840, -0.8101], [1.8584, 1.7046, -0.7105], [2.7115, 1.6281, 0.2153], [2.0189, 2.8194, -1.7063], [1.0345, 3.7716, -1.9364], [1.2654, 4.7901, -2.8535], [2.4571, 4.8445, -3.5601], [3.4415, 3.8912, -3.3287], [3.2308, 2.8954, -2.3892], [2.9462, -1.3858, 0.3057], [3.9014, -1.3271, 1.3285], [3.6171, -0.6668, 2.6524], [5.1604, -1.8732, 1.1128], [5.4953, -2.4627, -0.0975], [6.8609, -3.0565, -0.3239], [4.5417, -2.4839, -1.0998], [3.2640, -1.9479, -0.9335], [2.3384, -2.0063, -2.1069], [0.8549, -3.7719, 1.7450], [1.1902, -4.1985, 0.3402], [0.6868, -4.7847, 2.6890], [-0.0695, -5.2460, 5.9874], [0.9856, -6.2868, 5.0252], [-0.7462, -6.2616, 4.7128], [-0.2554, -2.9630, 5.3526], [-0.4011, -0.7748, 4.9385], [-0.8354, -0.2891, 3.2950], [0.8190, -0.1023, 3.8494], [0.0944, 3.7018, -1.4160], [0.4876, 5.5191, -3.0448], [2.6110, 5.6139, -4.3082], [4.3655, 3.9146, -3.8949], [3.9903, 2.1477, -2.1946], [3.2342, 0.3446, 2.4950], [4.5311, -0.5969, 3.2436], [2.8822, -1.2352, 3.2311], [5.8974, -1.8247, 1.9089], [7.4864, -2.9538, 0.5637], [7.3688, -2.5634, -1.1553], [6.7912, -4.1187, -0.5683], [4.7842, -2.9318, -2.0592], [2.4854, -2.9324, -2.6655], [2.5239, -1.1693, -2.7739], [1.2880, -1.9371, -1.8392], [1.1601, -3.3710, -0.3574], [0.4660, -4.9359, -0.0136], [2.1838, -4.6519, 0.2911], [0.8425, -5.8152, 2.3780], [-3.5499, -0.7204, 2.2311], [-4.2251, -1.1822, 0.9570], [-5.1689, -2.3500, 1.1476], [-4.9821, -0.0739, 0.4203], [-4.5926, 0.4169, -1.0825], [-5.0602, -0.8700, -2.4481], [-2.7260, 1.2428, -0.8795], [-5.5678, 1.6836, -1.1852], [-5.9718, 2.6354, -0.1835], [-4.8728, 3.0671, 0.7730], [-7.1962, 2.1032, 0.5436], [-2.9599, -1.5339, 2.6597], [-4.2964, -0.3943, 2.9619], [-2.8778, 0.1079, 2.0003], [-3.4488, -1.4598, 0.2414], [-5.9725, -2.0798, 1.8377], [-4.6262, -3.2058, 1.5549], [-5.6055, -2.6308, 0.1891], [-6.2641, 3.5017, -0.7825], [-4.5313, 2.2243, 1.3756], [-5.2803, 3.8336, 1.4389], [-4.0159, 3.4767, 0.2404], [-6.9304, 1.2288, 1.1368], [-7.9653, 1.8158, -0.1738], [-7.5995, 2.8755, 1.2035], [-1.5516, 3.2776, 3.1117], [-0.5067, 2.5292, 1.8464], [1.0377, 3.2850, 2.3666], [-0.8997, 3.1672, 0.5691], [-1.2794, 2.8924, 4.0950], [-2.5756, 2.9961, 2.8696], [-1.4429, 4.3621, 3.0657], [1.2247, 3.0298, 3.4113], [0.9517, 4.3639, 2.2302], [1.8242, 2.8721, 1.7320]],
  "forces_ev_per_a": [[-0.021, -0.470, -0.630], [-0.021, 0.006, -0.004], [0.015, -0.010, 0.008], [0.402, -0.155, -0.215], [-0.197, -0.021, -0.077], [-0.003, 0.008, -0.003], [-0.006, 0.022, -0.012], [0.009, -0.031, 0.011], [0.004, 0.000, -0.006], [0.000, 0.000, -0.012], [0.012, 0.003, 0.011], [-0.049, -0.059, 0.073], [0.282, 0.010, 0.030], [0.037, -0.031, -0.025], [0.045, -0.059, 0.064], [-0.014, 0.022, 0.038], [-0.005, -0.013, -0.007], [0.005, 0.008, -0.003], [0.001, 0.006, 0.005], [0.016, 0.007, 0.001], [0.005, -0.014, -0.003], [0.010, -0.010, -0.016], [-0.029, 0.078, 0.088], [-0.055, -0.205, -0.003], [-0.332, 0.594, 0.431], [0.036, -0.193, -0.193], [0.065, 0.036, -0.025], [-0.053, -0.057, 0.053], [0.151, 0.003, -0.032], [-0.020, -0.013, 0.003], [0.002, 0.009, -0.017], [0.011, -0.019, -0.012], [-0.029, -0.039, -0.028], [0.009, -0.017, -0.023], [-0.031, 0.027, 0.000], [0.010, -0.011, 0.003], [0.018, 0.016, 0.005], [0.028, -0.006, 0.008], [-0.005, 0.004, 0.001], [-0.010, 0.024, -0.011], [0.066, -0.035, 0.112], [-0.093, -0.022, -0.008], [-0.011, -0.009, -0.016], [-0.001, 0.024, -0.019], [-0.036, -0.012, -0.006], [0.001, -0.001, 0.001], [-0.002, -0.001, 0.001], [0.000, -0.001, 0.002], [-0.002, -0.001, -0.001], [-0.012, 0.002, -0.001], [0.016, 0.002, 0.005], [0.008, -0.003, 0.013], [-0.134, -0.009, 0.091], [-0.010, 0.004, -0.005], [-0.004, -0.004, 0.007], [-0.004, -0.001, 0.009], [-0.007, 0.001, -0.002], [0.030, 0.011, 0.013], [-0.001, -0.020, 0.007], [0.006, 0.019, -0.012], [-0.002, -0.001, -0.003], [0.000, -0.001, -0.002], [0.004, -0.002, 0.000], [0.003, 0.002, 0.001], [-0.002, -0.001, 0.001], [-0.008, 0.007, 0.010], [0.004, 0.074, -0.077], [-0.058, 0.030, 0.017], [-0.030, -0.014, -0.005], [0.019, -0.019, 0.011], [0.016, 0.025, -0.004], [-0.002, 0.000, 0.001], [-0.025, -0.014, -0.021], [-0.042, 0.025, 0.020], [-0.001, -0.015, 0.007], [0.040, -0.040, -0.120], [0.005, 0.000, 0.139], [-0.008, 0.010, 0.021], [0.040, 0.281, 0.197], [0.022, 0.025, 0.017], [0.001, -0.028, -0.014], [0.007, 0.001, 0.000], [-0.010, 0.000, 0.014], [0.003, -0.002, 0.003], [0.011, -0.001, -0.001], [0.007, 0.020, 0.000], [0.004, -0.015, -0.012], [-0.001, -0.002, 0.009], [-0.006, -0.002, -0.003], [-0.001, 0.004, 0.003], [-0.010, 0.010, 0.017], [-0.010, 0.013, 0.001], [0.003, -0.001, -0.011], [0.006, -0.014, 0.010], [0.003, 0.010, 0.001], [0.003, -0.004, -0.002], [-0.008, -0.003, -0.003], [-0.006, 0.038, -0.031], [-0.123, -0.162, 0.031], [-0.009, -0.025, 0.038], [0.061, 0.381, 0.060], [0.010, -0.005, -0.002], [0.002, -0.007, 0.004], [-0.006, -0.003, 0.008], [0.006, -0.003, 0.005], [-0.011, 0.006, 0.017], [-0.005, 0.028, -0.021]]
}